Density functional theory data (wB97M-V/def2-TZVPD) for a 7-piece molecular cluster, C53H57BIN2O7PS3 overall at a distorted geometry.

XYZ file:
```
125
Properties=species:S:1:pos:R:3:mulliken_charge:R:1
C 3.92 -1.03 4.40 -0.585
O 2.72 -1.16 3.56 -0.274
B 1.82 -2.24 4.02 0.648
O 2.34 -3.45 4.74 -0.630
C 0.17 -2.24 3.75 0.296
C -0.46 -3.22 2.55 0.233
C 0.56 -4.14 1.64 -0.782
C 1.18 -3.17 0.42 0.028
C 0.96 -3.88 -1.08 -0.619
S 2.29 -3.20 -2.23 -0.120
C 1.84 -1.35 -2.37 -0.076
S 0.24 -1.03 -2.90 -0.141
N 2.86 -0.31 -1.97 0.393
C 4.09 -0.33 -2.85 -0.413
C 4.07 0.74 -4.10 -0.171
O 3.56 2.07 -3.75 -0.452
C 2.15 1.88 -3.31 -0.193
C 2.26 1.08 -1.85 -0.769
C -2.10 -3.30 2.23 -0.914
I -3.02 -4.59 0.72 0.102
C -3.05 -2.32 3.14 0.228
C -2.43 -1.32 4.29 -0.182
C -0.83 -1.25 4.66 0.481
P -0.20 -0.11 6.05 0.739
O 0.79 -1.13 7.11 -0.566
O -1.44 0.57 7.07 -0.483
S 1.01 1.19 5.25 -0.360
C -3.74 -0.53 4.86 0.275
O -3.93 0.70 5.34 -0.532
N -4.83 -1.61 4.66 -0.305
C -4.66 -2.06 3.19 0.203
O -5.60 -2.21 2.25 -0.492
H 4.31 0.09 4.45 0.247
H 3.75 -1.36 5.53 0.223
H 4.85 -1.66 4.01 0.192
H 1.53 -3.84 5.22 0.335
H 1.44 -4.63 2.24 0.272
H 0.01 -5.02 1.06 0.381
H 0.59 -2.14 0.36 0.307
H 2.32 -2.91 0.63 -0.028
H 0.95 -5.05 -1.02 0.386
H -0.08 -3.52 -1.46 0.255
H 4.28 -1.40 -3.32 0.151
H 5.05 -0.08 -2.20 0.147
H 5.18 0.90 -4.49 0.296
H 3.47 0.31 -5.03 0.079
H 1.57 2.90 -3.22 0.276
H 1.65 1.19 -4.12 0.202
H 1.25 1.11 -1.24 0.362
H 3.05 1.72 -1.22 0.300
H 0.76 -0.72 8.04 0.309
H -1.59 1.50 6.71 0.360
H -4.84 -2.38 5.37 0.344
C 6.29 -4.77 1.06 -0.463
C 5.32 -4.44 0.11 -0.352
C 5.12 -3.11 -0.25 0.211
C 5.89 -2.11 0.34 -0.319
C 6.86 -2.44 1.29 -0.605
C 7.06 -3.77 1.65 -0.431
H 6.45 -5.81 1.34 0.384
H 4.71 -5.23 -0.34 0.404
H 4.37 -2.86 -0.99 -0.006
H 5.74 -1.07 0.05 0.305
H 7.46 -1.65 1.75 0.396
H 7.81 -4.03 2.39 0.374
C 4.67 -1.65 -8.20 -0.437
C 5.86 -2.38 -8.21 -0.550
C 6.21 -3.17 -7.12 -0.437
C 5.36 -3.24 -6.02 -0.475
C 4.17 -2.51 -6.00 -0.190
C 3.82 -1.72 -7.09 -0.536
H 4.40 -1.04 -9.06 0.446
H 6.53 -2.32 -9.07 0.387
H 7.13 -3.74 -7.13 0.359
H 5.62 -3.87 -5.17 0.411
H 3.51 -2.57 -5.14 0.664
H 2.90 -1.15 -7.08 0.448
C -5.47 3.50 4.32 -0.279
C -6.44 3.83 3.38 -0.483
C -6.64 5.16 3.01 -0.407
C -5.86 6.17 3.60 -0.505
C -4.90 5.84 4.55 -0.463
C -4.70 4.50 4.91 -0.323
H -5.31 2.46 4.60 0.501
H -7.04 3.05 2.92 0.392
H -7.39 5.42 2.27 0.387
H -6.02 7.20 3.31 0.376
H -4.30 6.62 5.01 0.434
H -3.95 4.25 5.65 0.416
C 2.06 -2.48 -10.84 0.003
C 1.56 -3.51 -11.63 -0.598
C 0.97 -3.22 -12.86 -0.305
C 0.87 -1.90 -13.29 -0.400
C 1.36 -0.87 -12.50 -0.450
C 1.96 -1.16 -11.27 -0.283
H 2.53 -2.70 -9.89 0.291
H 1.64 -4.54 -11.29 0.350
H 0.58 -4.03 -13.48 0.350
H 0.40 -1.68 -14.25 0.348
H 1.28 0.16 -12.83 0.349
H 2.35 -0.35 -10.65 0.339
C -8.02 2.58 6.64 -0.300
C -7.66 1.23 6.65 -0.186
C -8.60 0.26 7.00 -0.452
C -9.90 0.63 7.33 -0.376
C -10.26 1.98 7.32 -0.378
C -9.32 2.95 6.97 -0.523
H -7.29 3.33 6.37 0.446
H -6.64 0.94 6.40 0.362
H -8.31 -0.79 7.01 0.350
H -10.63 -0.12 7.59 0.353
H -11.27 2.27 7.58 0.355
H -9.60 4.00 6.96 0.366
C -1.05 8.60 1.51 -0.372
C -0.29 7.82 0.64 -0.475
C -0.69 6.51 0.35 -0.300
C -1.85 6.00 0.92 -0.666
C -2.61 6.78 1.78 0.127
C -2.21 8.08 2.08 -0.338
H -0.74 9.62 1.73 0.353
H 0.62 8.22 0.20 0.340
H -0.09 5.90 -0.33 0.408
H -2.17 4.98 0.68 0.365
H -3.52 6.38 2.23 0.190
H -2.81 8.70 2.75 0.361
```

## Properties
**E_HOMO**: -8.6840 eV
**SMILES string**: COB(O)c1c(CCCSC(=S)N2CCOCC2)c(I)c2c(c1P(O)(O)=S)C(=O)NC2=O.c1ccccc1.c1ccccc1.c1ccccc1.c1ccccc1.c1ccccc1.c1ccccc1
**E**: -4547.9891 Ha
**Largest force on an atom**: 0.17922 Eh/bohr
**Frontier orbital gap**: 0.251 Ha
**Spin multiplicity**: 1